[1]
DFT (ωB97M-V/def2-TZVPD) results for 10 unconnected molecules or ions with the total composition C46H120N8O15.

Values from the calculation:
- Relative energy (zero: lowest compared OMol25 entry of this formula, charge and spin): 3.083 eV
- LUMO: 0.0020 Ha
- E_tot: -3390.805672 a.u.

Geometry (Å):
1 C 2.121 -7.962 0.556
2 O 2.143 -8.182 1.994
3 C 3.044 -9.201 2.300
4 C 2.958 -9.525 3.792
5 C 3.279 -8.425 4.705
6 N 3.915 -10.605 4.166
7 H 1.835 -8.967 0.246
8 H 3.091 -7.696 0.135
9 H 1.377 -7.200 0.320
10 H 2.802 -10.113 1.756
11 H 4.063 -8.884 2.080
12 H 1.938 -9.842 4.008
13 H 4.176 -7.902 4.372
14 H 3.537 -8.729 5.720
15 H 2.551 -7.615 4.751
16 H 3.861 -11.317 3.452
17 H 4.858 -10.256 4.066
18 C 1.421 6.015 -9.076
19 O 0.247 5.226 -9.192
20 C -0.724 5.451 -8.131
21 C -0.294 4.841 -6.773
22 C -0.157 3.302 -6.873
23 N -1.312 5.035 -5.759
24 H 1.992 5.722 -8.195
25 H 1.242 7.089 -9.126
26 H 2.042 5.817 -9.949
27 H -1.029 6.492 -8.029
28 H -1.634 4.903 -8.374
29 H 0.675 5.207 -6.435
30 H -1.123 2.904 -7.183
31 H 0.147 2.922 -5.897
32 H 0.609 3.077 -7.616
33 H -1.349 6.023 -5.550
34 H -1.025 4.663 -4.865
35 C -1.004 2.432 0.772
36 O -0.238 1.479 0.009
37 C 0.236 0.331 0.749
38 C -0.793 -0.467 1.528
39 C -0.085 -1.684 2.156
40 N -1.847 -0.908 0.619
41 H -0.420 2.859 1.587
42 H -1.930 1.943 1.075
43 H -1.273 3.293 0.160
44 H 0.747 -0.288 0.011
45 H 1.073 0.661 1.365
46 H -1.206 0.143 2.332
47 H -0.670 -2.322 2.818
48 H 0.751 -1.349 2.770
49 H 0.329 -2.407 1.453
50 H -1.431 -1.521 -0.068
51 H -2.129 -0.113 0.063
52 C 7.919 -4.313 -1.422
53 O 7.014 -3.249 -1.521
54 C 6.678 -2.776 -0.204
55 C 5.929 -1.441 -0.262
56 N 6.871 -0.454 -0.842
57 C 6.233 0.811 -1.175
58 C 5.441 0.626 -2.509
59 O 6.302 0.294 -3.570
60 C 5.565 0.290 -4.798
61 H 7.488 -5.151 -0.874
62 H 8.883 -4.092 -0.965
63 H 8.074 -4.703 -2.428
64 H 7.568 -2.657 0.413
65 H 6.093 -3.469 0.401
66 H 5.659 -1.213 0.769
67 H 5.031 -1.681 -0.830
68 H 7.127 -0.772 -1.766
69 H 6.941 1.640 -1.170
70 H 5.554 1.131 -0.385
71 H 4.955 1.572 -2.747
72 H 4.705 -0.178 -2.534
73 H 4.763 -0.448 -4.767
74 H 6.138 -0.048 -5.661
75 H 5.111 1.252 -5.039
76 C -1.648 -2.999 -3.562
77 O -2.664 -3.533 -2.742
78 C -3.734 -3.969 -3.470
79 C -4.961 -4.530 -2.650
80 N -5.772 -3.402 -2.177
81 C -6.984 -3.823 -1.389
82 C -8.058 -2.676 -1.504
83 O -9.124 -3.154 -0.739
84 C -10.222 -2.266 -0.698
85 H -0.785 -2.628 -3.009
86 H -2.098 -2.171 -4.110
87 H -1.383 -3.715 -4.339
88 H -3.337 -4.790 -4.068
89 H -4.106 -3.196 -4.142
90 H -4.662 -5.141 -1.798
91 H -5.566 -5.201 -3.258
92 H -5.187 -2.933 -1.500
93 H -6.621 -3.979 -0.373
94 H -7.533 -4.684 -1.772
95 H -8.457 -2.410 -2.483
96 H -7.775 -1.730 -1.042
97 H -11.128 -2.689 -0.264
98 H -10.555 -1.929 -1.679
99 H -9.982 -1.385 -0.104
100 C -5.515 -8.956 1.360
101 O -5.017 -8.248 2.488
102 C -3.608 -8.348 2.611
103 C -3.270 -7.450 3.849
104 N -3.950 -7.904 5.088
105 C -3.794 -6.943 6.211
106 C -4.387 -5.477 5.913
107 O -5.593 -5.572 5.238
108 C -6.227 -4.280 5.023
109 H -4.928 -8.808 0.454
110 H -6.548 -8.640 1.214
111 H -5.601 -10.003 1.652
112 H -3.177 -7.830 1.754
113 H -3.219 -9.355 2.764
114 H -3.582 -6.440 3.581
115 H -2.203 -7.280 3.990
116 H -4.948 -7.934 4.936
117 H -2.744 -6.871 6.492
118 H -4.302 -7.403 7.058
119 H -3.738 -4.874 5.278
120 H -4.439 -4.870 6.817
121 H -6.684 -3.898 5.935
122 H -6.919 -4.429 4.193
123 H -5.550 -3.505 4.666
124 C 3.117 12.483 -8.802
125 O 3.624 11.378 -8.096
126 C 4.619 11.747 -7.174
127 C 5.270 10.431 -6.670
128 N 6.061 10.672 -5.498
129 C 6.449 9.454 -4.727
130 C 5.393 8.420 -4.366
131 O 4.423 9.034 -3.503
132 C 3.388 8.209 -3.117
133 H 3.861 12.909 -9.476
134 H 2.796 13.182 -8.030
135 H 2.219 12.236 -9.367
136 H 4.103 12.277 -6.374
137 H 5.327 12.370 -7.719
138 H 5.959 10.004 -7.399
139 H 4.425 9.769 -6.480
140 H 5.428 11.181 -4.897
141 H 6.863 9.744 -3.761
142 H 7.292 8.957 -5.207
143 H 5.864 7.567 -3.878
144 H 5.012 7.963 -5.279
145 H 3.739 7.314 -2.605
146 H 2.674 7.977 -3.907
147 H 2.859 8.851 -2.412
148 C 3.563 3.216 5.661
149 O 2.437 2.431 5.953
150 C 1.605 2.954 6.963
151 C 0.515 1.957 7.226
152 N 1.078 0.629 7.600
153 C 1.754 0.568 8.903
154 C 2.163 -0.920 9.090
155 O 3.266 -1.186 8.372
156 C 3.772 -2.493 8.629
157 H 4.325 2.719 5.060
158 H 4.082 3.366 6.608
159 H 3.320 4.143 5.143
160 H 1.193 3.937 6.734
161 H 2.177 3.064 7.884
162 H -0.185 1.946 6.391
163 H -0.216 2.243 7.983
164 H 1.808 0.394 6.944
165 H 1.051 0.823 9.696
166 H 2.623 1.226 8.876
167 H 1.307 -1.563 8.885
168 H 2.340 -1.002 10.163
169 H 2.971 -3.224 8.521
170 H 4.203 -2.622 9.622
171 H 4.515 -2.736 7.869
172 C -6.394 3.334 -1.981
173 C -6.906 3.196 -3.379
174 O -5.852 2.877 -4.281
175 H -5.552 4.025 -1.959
176 H -6.025 2.366 -1.641
177 H -7.153 3.654 -1.267
178 H -7.433 4.061 -3.782
179 H -7.725 2.477 -3.413
180 H -5.196 3.575 -4.219
181 C -5.848 4.082 4.166
182 C -5.498 5.549 3.853
183 O -4.447 5.906 4.729
184 H -4.976 3.429 4.137
185 H -6.625 3.576 3.592
186 H -6.181 3.956 5.197
187 H -6.326 6.213 4.102
188 H -5.155 5.797 2.849
189 H -4.290 6.851 4.667

Here are the Mulliken charges for atoms 1 to 5, given in e: atom 1 (C): -0.715, atom 2 (O): -0.248, atom 3 (C): -0.666, atom 4 (C): 0.553, atom 5 (C): -1.538



[2]
DFT (ωB97M-V/def2-TZVPD) results for 15 unconnected molecules or ions with the total composition C46H126N4O30.

Values from the calculation:
- LUMO: 0.0002 Ha
- E_tot: -4303.778379 a.u.

Geometry (Å):
1 C 5.484 -0.982 2.456
2 C 6.033 0.433 2.256
3 O 6.657 0.845 3.491
4 O 4.300 -0.954 3.270
5 H 6.252 -1.591 2.932
6 H 5.235 -1.287 1.439
7 H 5.269 1.201 2.131
8 H 6.723 0.516 1.417
9 H 6.492 0.240 4.218
10 H 3.682 -0.703 2.580
11 C 1.291 -8.174 -0.647
12 C 2.417 -7.311 -0.034
13 O 2.139 -6.869 1.301
14 O 0.999 -9.209 0.312
15 H 1.739 -8.527 -1.576
16 H 0.343 -7.738 -0.963
17 H 2.816 -6.395 -0.470
18 H 3.345 -7.794 0.273
19 H 2.746 -6.170 1.556
20 H 0.495 -8.774 1.004
21 C 3.086 -2.933 5.675
22 C 2.098 -3.949 6.290
23 O 1.001 -4.127 5.305
24 O 2.593 -1.627 5.341
25 H 3.435 -3.284 4.704
26 H 3.920 -2.832 6.369
27 H 1.765 -3.614 7.272
28 H 2.734 -4.833 6.335
29 H 0.653 -3.242 5.173
30 H 3.007 -1.225 4.573
31 C -1.220 4.771 5.455
32 C -0.982 4.199 4.015
33 O -1.300 5.146 2.904
34 O -2.545 5.264 5.705
35 H -0.382 5.461 5.550
36 H -0.990 4.159 6.327
37 H -1.518 3.274 3.801
38 H 0.008 3.774 3.848
39 H -0.472 5.453 2.527
40 H -2.488 6.147 5.335
41 C -4.916 1.350 1.303
42 C -4.507 0.558 0.016
43 O -4.130 1.481 -1.136
44 O -3.751 1.918 1.947
45 H -5.366 0.676 2.033
46 H -5.622 2.144 1.060
47 H -5.440 0.030 -0.179
48 H -3.656 -0.120 0.083
49 H -3.372 1.090 -1.574
50 H -4.037 2.704 2.418
51 C -1.380 5.792 -1.763
52 C -2.566 5.430 -0.907
53 O -3.554 4.852 -1.675
54 O -1.540 7.042 -2.465
55 H -1.204 5.023 -2.516
56 H -0.585 5.885 -1.023
57 H -2.755 6.310 -0.292
58 H -2.326 4.752 -0.089
59 H -3.738 3.946 -1.417
60 H -1.271 7.744 -1.868
61 C -2.700 -1.840 3.182
62 C -2.237 -0.855 4.216
63 O -0.988 -1.272 4.742
64 O -3.970 -2.327 3.359
65 H -2.017 -2.684 3.085
66 H -2.725 -1.311 2.230
67 H -2.992 -0.731 4.992
68 H -2.249 0.201 3.944
69 H -0.596 -0.729 5.430
70 H -4.043 -3.085 3.943
71 C 1.666 1.631 5.653
72 C 2.196 1.124 6.984
73 O 1.510 1.811 8.068
74 O 0.219 1.257 5.800
75 H 2.171 1.331 4.735
76 H 1.778 2.713 5.710
77 H 3.282 1.164 7.072
78 H 1.945 0.069 7.101
79 H 2.080 1.726 8.835
80 H -0.110 1.487 6.671
81 C 4.395 0.168 -2.156
82 C 5.358 -0.783 -2.846
83 O 5.272 -2.074 -2.440
84 O 4.637 0.728 -0.836
85 H 3.437 -0.344 -2.065
86 H 4.389 1.074 -2.762
87 H 6.398 -0.459 -2.809
88 H 5.140 -0.651 -3.905
89 H 4.790 -2.477 -3.166
90 H 3.921 1.342 -0.656
91 C -2.190 -6.502 3.203
92 C -2.555 -6.406 1.723
93 O -3.877 -6.735 1.556
94 O -0.798 -6.120 3.452
95 H -2.364 -7.431 3.746
96 H -2.676 -5.710 3.772
97 H -1.892 -7.080 1.180
98 H -2.360 -5.370 1.447
99 H -4.323 -5.952 1.889
100 H -0.859 -5.719 4.322
101 C 4.021 4.540 -0.506
102 C 5.451 4.390 -1.023
103 O 5.475 4.269 -2.465
104 O 3.341 3.406 -0.782
105 H 3.441 5.329 -0.986
106 H 3.963 4.816 0.546
107 H 5.744 3.465 -0.526
108 H 5.980 5.249 -0.610
109 H 4.973 4.961 -2.901
110 H 3.479 3.014 -1.647
111 C -6.620 3.883 -5.518
112 O -6.378 3.273 -6.755
113 C -5.072 2.637 -6.747
114 C -5.202 1.240 -6.076
115 N -3.832 0.775 -5.783
116 C -3.722 0.055 -4.568
117 C -2.324 -0.389 -4.106
118 O -2.314 -0.729 -2.705
119 C -1.024 -1.082 -2.334
120 H -6.726 3.150 -4.719
121 H -7.576 4.387 -5.660
122 H -5.920 4.696 -5.327
123 H -4.275 3.253 -6.331
124 H -4.849 2.391 -7.786
125 H -5.717 0.458 -6.634
126 H -5.833 1.383 -5.198
127 H -3.072 1.141 -6.339
128 H -4.434 -0.770 -4.597
129 H -3.975 0.766 -3.781
130 H -1.677 0.481 -4.219
131 H -2.032 -1.211 -4.761
132 H -1.157 -1.523 -1.346
133 H -0.461 -0.223 -1.969
134 H -0.443 -1.574 -3.114
135 C 1.308 3.259 -4.318
136 O 1.725 4.116 -5.261
137 C 2.978 4.807 -4.983
138 C 2.745 5.916 -3.842
139 N 4.010 6.434 -3.335
140 C 3.724 7.667 -2.640
141 C 5.072 8.395 -2.313
142 O 5.720 8.983 -3.401
143 C 6.813 9.755 -3.037
144 H 0.718 3.693 -3.511
145 H 2.131 2.644 -3.954
146 H 0.682 2.538 -4.845
147 H 3.248 5.256 -5.938
148 H 3.702 4.004 -4.842
149 H 2.285 5.442 -2.975
150 H 2.078 6.670 -4.259
151 H 4.595 6.457 -4.158
152 H 3.116 7.445 -1.763
153 H 3.235 8.367 -3.317
154 H 5.701 7.680 -1.783
155 H 4.900 9.216 -1.617
156 H 7.070 10.632 -3.631
157 H 7.535 8.946 -3.147
158 H 6.751 10.212 -2.049
159 C -6.803 -5.748 -2.167
160 O -6.456 -4.488 -1.729
161 C -5.130 -4.182 -2.144
162 C -4.045 -4.606 -1.131
163 N -3.762 -6.055 -1.226
164 C -2.984 -6.662 -2.307
165 C -3.090 -8.251 -2.212
166 O -2.476 -8.561 -0.942
167 C -2.983 -9.764 -0.419
168 H -7.808 -6.064 -1.887
169 H -6.200 -6.580 -1.802
170 H -6.672 -5.728 -3.249
171 H -5.296 -3.123 -2.341
172 H -4.771 -4.436 -3.141
173 H -4.274 -4.560 -0.067
174 H -3.086 -4.098 -1.237
175 H -3.869 -6.518 -0.335
176 H -1.932 -6.407 -2.179
177 H -3.201 -6.382 -3.338
178 H -2.473 -8.572 -3.052
179 H -4.145 -8.503 -2.317
180 H -2.720 -10.538 -1.141
181 H -4.040 -9.793 -0.154
182 H -2.431 -10.023 0.484
183 C -0.377 2.511 -0.656
184 O 0.803 1.820 -0.190
185 C 0.858 1.990 1.221
186 C 2.171 1.323 1.760
187 N 2.281 -0.184 1.500
188 C 1.232 -0.988 2.066
189 C 1.312 -2.419 1.564
190 O 0.533 -2.527 0.338
191 C 0.270 -3.963 0.241
192 H -0.666 2.213 -1.663
193 H -0.184 3.578 -0.761
194 H -1.259 2.318 -0.045
195 H -0.030 1.521 1.645
196 H 0.884 3.067 1.386
197 H 2.213 1.457 2.841
198 H 3.056 1.831 1.375
199 H 2.067 -0.338 0.525
200 H 0.208 -0.643 1.919
201 H 1.184 -1.072 3.151
202 H 0.997 -3.070 2.379
203 H 2.312 -2.612 1.175
204 H -0.297 -4.218 -0.654
205 H -0.314 -4.264 1.111
206 H 1.108 -4.658 0.189

Here are the Mulliken charges for atoms 1 to 5, given in e: atom 1 (C): -0.995, atom 2 (C): 0.360, atom 3 (O): -0.647, atom 4 (O): -0.278, atom 5 (H): 0.469



| no. | strongest force on any atom (eV/A) |
| --- | --- |
| 1 | 3.5 |
| 2 | 3.9 |